ORCA calculation (ωB97M-V/def2-TZVPD) on an isolated ion of composition C2H6BrN3 and charge +2.

Each line ends with the Mulliken charge.
CARTESIAN COORDINATES (ANGSTROEM)
N 1.615 1.512 -0.657  -0.283
C 0.703 0.566 -0.616  0.202
N 0.267 0.111 0.566  -0.159
C -0.863 -0.820 0.776  0.612
N -1.546 -1.472 -0.106  -0.337
Br -1.286 -1.116 2.535  0.117
H 2.164 1.852 -1.471  0.324
H 2.143 1.906 0.165  0.281
H 0.439 -0.063 -1.435  0.324
H 0.500 0.698 1.319  0.279
H -1.587 -1.288 -1.104  0.281
H -2.548 -1.887 0.028  0.359

Summary:
E_HOMO in eV: -20.30
Relative energy (zero: lowest compared OMol25 entry of this formula, charge and spin) in kcal per mole: 9.29
Total charge: +2
SMILES: [NH2+]=CNC(=[NH2+])Br
Max |F| in Eh/bohr: 0.0723
HOMO-LUMO gap in hartree: 0.3690